1.
The following is a quantum chemistry calculation of C30H55AsHgN5O5SSi3 as an isolated structure in a non-equilibrium geometry, from OMol25.

CARTESIAN COORDINATES (ANGSTROEM)
Hg (-0.133, 0.523, 0.379)
O (4.077, -3.017, -0.634)
C (3.372, -4.187, -1.067)
C (2.163, -4.535, -0.165)
C (2.208, -4.772, 1.284)
C (0.996, -5.076, 1.873)
C (-0.216, -5.077, 1.114)
C (-0.137, -4.943, -0.222)
N (1.005, -4.672, -0.809)
H (3.465, -2.320, -1.048)
H (4.001, -5.075, -1.034)
H (2.956, -4.101, -2.143)
H (3.113, -4.908, 1.809)
H (0.838, -5.128, 2.925)
H (-1.170, -5.213, 1.656)
H (-0.992, -4.912, -0.904)
C (1.211, 4.431, -5.258)
O (2.373, 3.695, -4.939)
C (2.289, 3.157, -3.675)
C (3.513, 2.631, -3.204)
C (3.595, 2.179, -1.968)
C (2.430, 2.186, -1.049)
C (2.595, 2.046, 0.387)
C (3.996, 1.784, 0.974)
O (1.688, 2.154, 1.228)
C (1.155, 2.515, -1.622)
O (0.008, 2.407, -1.009)
C (1.107, 3.112, -2.961)
H (1.533, 5.023, -6.101)
H (0.899, 5.115, -4.472)
H (0.352, 3.756, -5.541)
H (4.306, 2.591, -3.914)
H (4.491, 1.802, -1.430)
H (4.640, 1.201, 0.301)
H (3.793, 1.323, 1.948)
H (4.499, 2.687, 1.295)
H (0.185, 3.404, -3.373)
N (-0.103, -3.156, -5.852)
C (0.600, -3.133, -4.730)
N (0.556, -4.250, -3.918)
N (1.284, -1.996, -4.518)
C (1.778, -1.764, -3.324)
N (2.310, -1.458, -2.366)
H (-0.475, -4.010, -6.144)
H (0.114, -2.338, -6.466)
H (-0.203, -4.937, -3.968)
H (0.917, -4.097, -2.963)
C (-3.374, -1.025, 1.503)
Si (-3.288, 0.543, 2.477)
C (-3.829, 1.913, 1.297)
C (-4.444, 0.186, 3.960)
As (-1.016, 0.968, 2.793)
Si (0.214, -0.428, 4.247)
C (-0.306, -2.143, 3.771)
C (-0.318, -0.275, 6.074)
C (2.019, -0.089, 3.906)
Si (-0.648, 3.076, 3.852)
C (-1.039, 4.199, 2.343)
C (-1.657, 3.237, 5.355)
C (1.169, 3.206, 4.417)
H (-2.765, -1.065, 0.578)
H (-4.478, -1.197, 1.383)
H (-3.059, -1.873, 2.227)
H (-4.706, 1.551, 0.762)
H (-3.141, 2.041, 0.493)
H (-4.120, 2.910, 1.669)
H (-5.518, -0.105, 3.667)
H (-4.545, 1.053, 4.586)
H (-3.964, -0.568, 4.615)
H (-1.375, -2.258, 4.044)
H (0.280, -2.940, 4.282)
H (-0.274, -2.310, 2.670)
H (-1.317, 0.010, 6.098)
H (0.169, 0.396, 6.786)
H (-0.344, -1.301, 6.443)
H (2.420, -1.004, 3.453)
H (2.691, 0.338, 4.659)
H (1.926, 0.679, 3.158)
H (-2.050, 3.887, 2.075)
H (-0.394, 3.796, 1.545)
H (-0.881, 5.265, 2.497)
H (-2.734, 3.001, 5.521)
H (-1.560, 4.255, 5.654)
H (-1.157, 2.536, 6.100)
H (1.779, 2.652, 3.749)
H (1.264, 2.687, 5.373)
H (1.381, 4.259, 4.631)
O (-1.701, -2.394, -2.773)
S (-2.407, -1.130, -3.031)
C (-2.773, -1.096, -4.815)
C (-2.670, 0.415, -5.227)
C (-2.180, 1.237, -4.052)
C (-1.222, 0.208, -3.333)
H (-3.782, -1.522, -4.930)
H (-1.992, -1.697, -5.217)
H (-3.640, 0.787, -5.634)
H (-1.962, 0.559, -6.024)
H (-2.878, 1.537, -3.307)
H (-1.573, 2.082, -4.359)
H (-0.804, 0.451, -2.389)
H (-0.409, -0.147, -3.998)

Atomic forces in eV per Å
0.13 0.06 -0.54
-1.94 0.07 -1.32
-0.99 -0.20 -0.13
-0.47 -0.43 1.24
-1.35 -0.43 -2.76
-1.20 1.04 -1.16
0.18 -0.55 2.38
-0.91 0.51 -0.73
2.04 0.66 -1.30
1.31 -0.48 0.76
0.53 0.20 -0.06
0.77 0.00 1.69
0.98 0.45 0.49
0.47 -0.44 0.75
0.61 0.04 -0.52
-0.01 -0.25 0.44
-0.34 -0.30 -1.20
-0.63 -0.11 1.23
-0.71 -0.01 -0.36
-0.17 0.29 -1.38
-0.91 -0.87 4.44
0.53 0.24 -1.12
0.96 0.05 -0.21
-0.66 -0.27 0.11
-0.11 -0.03 -0.15
-1.19 0.87 -0.18
0.93 -0.28 -0.34
2.41 -1.29 1.18
-0.34 0.16 -0.47
0.06 -0.09 0.23
0.79 0.66 0.23
0.63 0.08 -0.24
-0.38 0.40 -1.31
-0.15 0.05 0.65
0.23 -0.56 -0.44
0.12 0.58 -0.51
-0.94 0.30 -0.08
0.64 2.20 -1.01
0.54 0.13 1.98
0.47 1.21 0.05
-1.12 -1.52 -0.36
-0.47 -0.61 -1.95
1.02 0.56 2.46
-0.58 -1.01 -0.96
-0.59 -1.53 0.52
0.48 0.86 -0.16
-0.38 -0.37 -0.32
-0.07 -1.67 1.07
-0.72 0.02 0.00
-1.08 0.22 0.52
-0.47 -0.16 -0.36
0.21 0.27 1.20
-0.12 -0.05 1.09
-0.38 -0.84 -0.54
1.18 -0.40 -0.43
-0.27 -0.13 -0.06
0.69 0.22 -1.99
0.51 -1.30 0.83
-0.98 -1.76 1.84
-1.78 -0.15 1.03
-0.63 -0.12 0.45
0.93 0.06 -0.49
-0.24 1.15 -1.27
-0.39 -0.23 0.15
1.01 0.20 -0.44
0.34 -0.44 0.14
1.73 0.15 0.26
-0.08 0.60 0.33
-0.44 0.04 -0.47
0.47 -0.04 0.03
-0.34 0.49 -0.31
0.20 0.07 0.66
-2.11 0.61 -0.09
0.42 -0.21 -0.28
0.38 -0.03 0.28
0.22 0.33 0.05
-0.34 -0.43 0.18
0.43 0.20 -0.80
-0.17 0.64 -0.11
-0.02 0.37 0.15
-0.28 -0.01 -0.14
0.64 0.08 -0.93
0.34 0.93 0.71
-0.34 1.13 -0.61
0.91 0.35 -0.93
-0.10 -0.04 0.22
0.43 -0.18 -0.51
0.45 -1.16 0.34
0.19 0.86 -0.63
-1.23 1.44 0.69
-1.72 -0.20 -0.44
2.50 -1.31 0.79
-0.71 0.01 -1.00
0.52 0.05 -0.35
0.36 -0.61 -0.52
0.58 -0.29 0.36
0.36 -0.24 -0.41
-0.98 0.41 0.22
-0.20 0.26 -0.05
0.33 0.79 0.80
-0.48 0.02 0.24

Calculated values
Largest force on an atom, eV/Å: 4.6
Multiplicity: 2
Charge: 0
HOMO-LUMO gap (alpha / beta), eV: 6.81 / 6.42
⟨S²⟩: 0.76
Energy, eV: -149171.2955

2.
The following is a quantum chemistry calculation of a 9-piece molecular cluster, C30H55BrF18N10P3 overall in a non-equilibrium geometry, from OMol25.

CARTESIAN COORDINATES (ANGSTROEM)
C (4.774, 7.125, 2.335)
C (4.165, 6.237, 3.450)
N (3.012, 5.444, 2.954)
C (2.631, 4.251, 3.490)
C (1.734, 3.678, 2.632)
N (1.554, 4.583, 1.619)
C (2.237, 5.702, 1.880)
C (0.690, 4.289, 0.492)
H (3.941, 7.520, 1.763)
H (5.315, 6.465, 1.651)
H (5.512, 7.828, 2.701)
H (3.739, 6.858, 4.235)
H (4.921, 5.552, 3.820)
H (3.050, 3.989, 4.448)
H (1.125, 2.792, 2.703)
H (2.410, 6.417, 1.095)
H (-0.247, 3.787, 0.725)
H (1.162, 3.605, -0.216)
H (0.494, 5.243, 0.007)
C (-0.897, 1.648, -5.572)
C (-1.854, 0.649, -4.890)
N (-2.661, -0.091, -5.868)
C (-3.953, 0.181, -6.235)
C (-4.279, -0.661, -7.240)
N (-3.152, -1.424, -7.481)
C (-2.185, -1.077, -6.629)
C (-3.074, -2.554, -8.415)
H (-0.241, 1.239, -6.342)
H (-0.195, 2.063, -4.850)
H (-1.530, 2.396, -6.044)
H (-2.478, 1.090, -4.112)
H (-1.399, -0.132, -4.273)
H (-4.459, 1.002, -5.756)
H (-5.152, -0.797, -7.853)
H (-1.222, -1.543, -6.544)
H (-3.222, -2.217, -9.445)
H (-3.878, -3.276, -8.296)
H (-2.050, -2.910, -8.374)
C (-6.046, -1.818, 6.668)
C (-5.508, -0.599, 5.957)
N (-4.080, -0.378, 6.100)
C (-3.319, 0.329, 5.215)
C (-2.024, 0.131, 5.588)
N (-2.023, -0.564, 6.753)
C (-3.275, -0.894, 7.050)
C (-0.920, -0.885, 7.602)
H (-5.667, -1.855, 7.693)
H (-5.692, -2.717, 6.157)
H (-7.130, -1.875, 6.660)
H (-6.106, 0.287, 6.195)
H (-5.810, -0.721, 4.911)
H (-3.553, 0.980, 4.394)
H (-1.083, 0.496, 5.210)
H (-3.539, -1.552, 7.857)
H (-0.522, -0.118, 8.271)
H (-0.045, -1.167, 7.013)
H (-1.178, -1.758, 8.198)
C (0.408, 0.110, -1.752)
C (0.469, 0.672, -0.331)
N (0.112, -0.260, 0.672)
C (0.958, -1.171, 1.266)
C (0.153, -1.937, 2.057)
N (-1.142, -1.441, 1.962)
C (-1.134, -0.473, 1.054)
C (-2.333, -1.846, 2.698)
H (-0.429, -0.575, -1.913)
H (1.281, -0.514, -1.955)
H (0.263, 0.891, -2.501)
H (-0.205, 1.535, -0.305)
H (1.411, 1.173, -0.094)
H (1.971, -1.160, 0.897)
H (0.364, -2.719, 2.772)
H (-1.950, 0.142, 0.714)
H (-3.257, -1.619, 2.166)
H (-2.386, -1.300, 3.634)
H (-2.284, -2.918, 2.878)
C (3.069, 0.536, -4.542)
C (2.545, 0.079, -5.935)
N (3.459, -0.971, -6.414)
C (4.766, -0.808, -6.787)
C (5.209, -2.024, -7.196)
N (4.214, -2.929, -6.927)
C (3.112, -2.253, -6.560)
C (4.355, -4.372, -6.981)
H (2.804, -0.066, -3.680)
H (2.562, 1.500, -4.406)
H (4.109, 0.855, -4.581)
H (2.500, 0.944, -6.589)
H (1.547, -0.335, -5.819)
H (5.182, 0.178, -6.899)
H (6.129, -2.386, -7.621)
H (2.168, -2.676, -6.268)
H (3.570, -4.899, -6.448)
H (5.384, -4.613, -6.733)
H (4.203, -4.718, -8.010)
P (4.789, -3.044, 0.803)
F (5.875, -3.230, 2.014)
F (3.703, -2.534, 1.887)
F (5.222, -1.499, 0.534)
F (3.700, -2.904, -0.416)
F (5.935, -3.533, -0.241)
F (4.352, -4.591, 1.014)
P (-0.974, -4.532, 5.819)
F (-0.304, -3.161, 5.179)
F (-1.853, -4.605, 4.440)
F (0.184, -5.467, 5.233)
F (-1.750, -5.868, 6.319)
F (-0.140, -4.339, 7.192)
F (-2.169, -3.619, 6.472)
P (-2.985, 2.615, 2.134)
F (-3.448, 3.035, 3.624)
F (-2.595, 4.142, 1.764)
F (-1.503, 2.239, 2.696)
F (-2.432, 2.268, 0.612)
F (-3.489, 1.113, 2.381)
F (-4.478, 2.923, 1.554)
Br (-5.611, -3.311, 2.405)

Atomic forces in eV per Å
-0.43 -1.77 -0.06
-0.30 1.17 -0.38
-0.29 0.66 -0.69
0.12 -0.34 -0.08
0.20 0.51 0.74
-0.88 -0.65 0.85
1.33 -1.51 -0.81
-0.24 0.46 -1.04
0.37 0.91 0.09
0.00 0.01 -0.05
-0.41 0.35 0.18
0.41 0.00 0.28
-0.22 -0.14 0.25
-0.12 -0.48 -0.12
0.11 -0.07 0.01
-0.13 0.37 0.35
-0.13 0.39 0.78
0.52 0.27 0.09
-0.23 -0.18 -0.19
-0.37 -0.43 0.33
0.79 -0.71 0.59
0.26 0.14 -0.06
0.06 0.54 0.22
0.51 -0.25 -0.34
-0.21 -0.57 0.13
-0.99 0.20 -0.14
0.09 0.69 -1.02
-0.37 -0.46 -0.10
-0.41 0.35 0.19
0.33 0.39 0.08
-0.43 0.46 -0.60
0.65 0.09 -0.36
-0.30 -0.17 -0.07
-0.15 0.13 0.18
0.04 0.01 -0.01
0.12 0.43 0.15
0.35 -0.24 0.76
-0.23 -0.62 0.17
0.98 -0.62 0.29
-2.25 0.14 -0.79
-0.08 -0.10 0.41
1.82 -0.03 -0.02
0.29 0.97 0.30
-0.87 -0.15 0.57
-0.26 0.07 -0.85
1.76 -1.07 0.39
-0.42 -0.07 0.11
0.05 0.03 0.03
-0.02 0.34 0.03
0.62 0.22 0.65
0.94 -0.18 -0.24
-1.04 -0.44 0.05
-0.20 0.12 -0.25
-0.17 0.02 -0.07
-0.83 0.51 -0.13
-0.33 -0.26 -0.27
0.01 -0.03 -0.08
0.20 -0.73 -0.16
-0.35 1.74 -1.17
0.16 -0.29 -0.04
-0.49 -0.07 -0.38
0.07 0.12 0.80
0.47 0.48 -1.17
-0.56 0.19 0.71
-0.46 -0.63 0.36
-0.20 0.12 0.51
0.15 0.25 -0.17
0.45 0.18 0.07
-0.47 -0.39 0.30
0.38 -0.69 -0.09
0.26 -0.57 0.69
0.11 -0.08 -0.14
-0.22 -0.19 0.27
0.19 -0.13 -0.33
0.28 -0.22 0.03
-0.10 0.07 0.14
-1.05 1.68 -0.88
1.08 -0.16 1.88
-1.20 -0.22 -0.73
-0.16 0.21 -0.91
0.26 -0.41 0.63
-1.25 0.59 -0.13
1.31 -0.01 0.72
-0.08 -0.63 -1.63
0.32 -0.45 -0.21
-0.11 -0.06 0.36
0.19 -0.57 0.09
0.23 -0.25 -0.40
0.01 -0.20 -0.21
0.21 -0.08 0.19
0.17 0.31 0.16
0.03 -0.10 0.02
0.35 0.25 0.72
-0.23 -0.26 0.55
0.18 0.26 -0.04
1.26 -1.31 0.69
-0.39 0.65 -0.50
-0.37 0.05 -0.27
0.05 0.07 0.15
-0.14 0.11 0.07
-0.30 0.27 -0.30
-0.36 0.52 -0.15
-1.37 -0.80 -0.61
0.38 -0.04 0.40
0.48 -0.09 0.08
0.18 0.55 -0.32
0.41 0.55 0.49
-0.12 0.00 -0.20
0.06 0.40 0.16
-2.12 1.06 -0.75
0.39 0.03 -0.30
0.75 0.14 0.79
0.22 0.25 -0.05
-0.06 -0.74 0.03
0.74 -0.43 -0.28
0.66 -0.03 0.03
0.11 0.38 0.03

Calculated values
Largest force on an atom, eV/Å: 2.5
Multiplicity: 1
Charge: +1
HOMO-LUMO gap, eV: 2.67
Energy, eV: -193734.9010